Below is C36H40CaO3P2S as an isolated structure at a distorted geometry, with properties calculated with wB97M-V/def2-TZVPD.

```
83
Properties=species:S:1:pos:R:3:forces:R:3:lowdin_charge:R:1
Ca -0.9009 0.2734 1.3755 -1.936 -0.952 -2.059 1.27
C 3.2401 1.4099 1.5083 0.421 0.871 0.270 -0.12
C 3.0458 1.6021 0.2076 0.949 1.090 -0.270 -0.13
C 3.8118 0.8804 -0.8524 -0.322 -0.410 -0.632 -0.18
C 4.0582 -0.6253 -0.6281 0.981 -0.352 -0.750 -0.19
C 2.9334 -1.4181 -0.0394 0.409 -0.864 -0.116 -0.12
C 2.6927 -1.4757 1.2665 0.362 -0.982 0.817 -0.12
C 3.7091 -1.0267 2.2873 -0.040 0.686 0.505 -0.18
C 4.2275 0.4125 2.0570 0.571 0.236 0.780 -0.19
C -2.9202 -1.4216 -0.3123 -0.870 -0.409 0.021 -0.23
H 2.8170 2.1500 2.2119 0.269 -0.634 -0.405 0.11
H 2.5315 2.5005 -0.1668 -0.006 -0.681 0.489 0.09
H 4.7930 1.3570 -1.0112 -0.194 0.000 0.134 0.12
H 3.2877 0.9892 -1.8152 0.023 0.016 0.268 0.09
H 4.2867 -1.0465 -1.6179 -0.087 0.047 0.152 0.11
H 5.0049 -0.7528 -0.0780 -0.464 -0.132 0.004 0.10
H 2.4941 -2.1508 -0.7363 -0.415 0.913 0.401 0.10
H 1.8887 -2.0627 1.7425 0.462 0.306 -0.898 0.06
H 4.5988 -1.6921 2.2543 -0.551 0.129 0.038 0.12
H 3.2842 -1.1169 3.3154 0.223 0.078 -0.670 0.11
H 4.6045 0.8025 3.0213 -0.182 -0.152 -0.312 0.11
H 5.1243 0.3611 1.4199 -0.411 0.192 0.205 0.10
H -2.9786 -0.9549 0.6933 -0.447 -0.260 -0.644 0.01
H -3.8141 -2.0603 -0.4624 0.283 0.587 0.275 0.09
H -2.8848 -0.6333 -1.0850 0.095 -0.472 0.455 0.07
P -0.2248 1.7731 -0.8432 3.205 -2.922 2.801 0.95
P -1.4524 -2.4144 -0.3476 1.882 3.420 -1.237 0.89
C 0.2447 0.0492 -1.2101 0.359 4.096 -1.556 -0.43
C -0.1185 -1.2361 -0.7597 -1.817 -4.331 2.436 -0.46
C -0.2517 2.9235 -2.1990 0.387 1.248 -1.020 -0.33
C 0.9059 3.1392 -3.0008 -0.449 -0.181 0.550 -0.08
C 0.9006 4.0507 -4.0491 -0.472 0.181 -0.082 -0.09
C -0.2667 4.7755 -4.3494 0.137 -0.089 0.232 -0.09
C -1.4227 4.5807 -3.5809 0.542 0.065 -0.394 -0.08
C -1.4132 3.6593 -2.5328 0.165 -0.121 0.148 -0.08
C 0.2781 2.5199 0.9060 1.526 -0.064 -1.868 -0.36
C 0.5319 1.8247 2.1554 -1.044 -0.072 -0.488 -0.37
C 0.2523 2.4665 3.3808 1.200 0.542 0.079 -0.11
C 0.4660 3.8406 3.4239 -0.326 -0.414 0.649 -0.12
C 0.6694 4.5313 2.2324 -0.263 0.230 -1.150 -0.10
C 0.4583 3.9137 0.9918 -0.547 0.536 0.789 -0.11
C -1.6420 -3.7831 -1.5175 -0.339 -1.106 0.091 -0.30
C -1.8920 -3.3732 -2.8433 -0.109 0.082 0.245 -0.08
C -2.2178 -4.3040 -3.8245 0.335 -0.129 0.369 -0.08
C -2.2062 -5.6661 -3.5124 -0.033 -0.099 0.138 -0.09
C -1.9215 -6.0902 -2.2102 0.253 0.000 0.099 -0.09
C -1.6087 -5.1614 -1.2085 -0.047 0.424 -0.328 -0.07
C -1.1876 -2.9259 1.4063 -0.021 -0.690 -0.072 -0.31
C -2.0659 -2.7718 2.5186 0.167 0.165 -0.789 -0.09
C -1.6231 -3.1344 3.7923 0.136 -0.158 0.115 -0.09
C -0.3514 -3.6563 3.9938 0.346 -0.015 -0.135 -0.08
C 0.5309 -3.7545 2.9187 -0.012 -0.206 -0.695 -0.09
C 0.0962 -3.4432 1.6292 -0.034 0.024 0.249 -0.14
H 1.0992 0.0097 -1.9183 -0.464 0.122 0.508 0.03
H 0.6958 -1.9663 -0.8921 -0.076 0.513 0.358 0.01
H 1.8127 2.5742 -2.7726 -0.255 0.199 -0.042 0.09
H 1.8094 4.2137 -4.6285 -0.241 -0.071 0.106 0.10
H -0.2579 5.5022 -5.1733 -0.043 -0.360 0.417 0.10
H -2.3203 5.1660 -3.8144 0.320 -0.363 0.175 0.10
H -2.3351 3.5067 -1.9787 0.354 -0.106 0.036 0.07
H 0.9595 0.7847 2.1508 0.013 0.897 0.230 0.07
H 0.0085 1.9236 4.3028 0.543 0.034 -0.339 0.11
H 0.5346 4.3581 4.3860 -0.357 -0.145 -0.383 0.10
H 0.9073 5.5913 2.2606 0.020 -0.127 -0.022 0.10
H 0.4340 4.5107 0.0749 0.074 -0.118 0.309 0.10
H -1.8118 -2.3097 -3.0955 -0.148 -0.334 0.150 0.12
H -2.4525 -3.9685 -4.8291 0.112 -0.061 0.077 0.10
H -2.3761 -6.4061 -4.3012 -0.113 0.275 0.366 0.11
H -1.9370 -7.1577 -1.9628 0.124 0.429 -0.180 0.11
H -1.2901 -5.4943 -0.2116 -0.441 0.129 -0.372 0.10
H -3.0941 -2.4079 2.3943 0.469 -0.162 -0.030 0.11
H -2.2721 -3.0342 4.6525 -0.175 0.019 -0.118 0.11
H -0.0169 -4.0240 4.9654 -0.239 0.377 -0.146 0.11
H 1.5661 -4.0680 3.0542 -0.315 -0.141 0.084 0.11
H 0.7543 -3.5359 0.7533 -0.111 -0.046 0.611 0.11
C -4.5787 3.2169 -0.1831 -0.248 0.343 0.018 -0.13
S -3.7033 1.7519 0.3875 2.160 -1.119 -1.932 0.51
O -4.5575 0.6357 -0.0081 -0.343 0.938 0.793 -0.37
O -2.3406 1.6746 -0.4079 -4.861 0.170 1.770 -0.60
O -3.3147 1.8097 1.8066 -0.402 -0.045 -0.316 -0.38
H -5.3697 2.8282 -0.8439 0.338 0.207 0.357 0.07
H -3.9474 3.9189 -0.7455 0.054 -0.465 0.330 0.05
H -5.0089 3.7618 0.6617 0.003 -0.252 -0.049 0.06
```
Forces are in eV/Å.

Multiplicity: 1
Strongest force on any atom in hartree/bohr: 0.10289
Orbital gap in eV: 4.568
Highest occupied orbital energy in eV: -4.4